Record 1
This record from the Open Molecules 2025 dataset describes C24H37GeN3O9PS5Zr as an isolated structure in a non-equilibrium geometry. The level of theory is the ωB97M-V functional and the def2-TZVPD basis.

The geometry in XYZ format:
```
81
Properties=species:S:1:pos:R:3:forces:R:3:mulliken_charge:R:1
Zr -0.238809 0.327409 -0.168681 -1.8 -0.2 -3.8 0.857
C -5.396993 0.097101 -3.366683 0.0 -0.1 0.2 -1.021
C -4.426467 -1.062673 -3.487596 0.0 0.0 0.1 -0.111
O -4.258127 -1.770173 -2.253090 0.1 0.1 -0.2 -0.485
P -3.167740 -1.305995 -1.116140 -0.9 -0.1 -0.5 1.060
S -1.385715 -1.244882 -2.076288 -0.1 -0.2 0.7 -0.613
S -3.744677 0.279942 -0.147225 0.3 -0.4 -0.1 -0.461
O -3.328171 -2.645796 -0.229837 0.2 0.3 0.2 -0.274
C -3.039101 -3.922444 -0.783008 0.0 0.0 0.0 -0.162
C -2.490531 -4.806232 0.315820 0.1 -0.1 0.0 -1.105
H -5.560113 0.545300 -4.351215 0.0 0.0 0.0 0.375
H -5.000959 0.854074 -2.690038 0.0 0.0 -0.1 0.177
H -6.352946 -0.255129 -2.966774 0.0 0.0 -0.1 0.306
H -3.454862 -0.719001 -3.849821 0.0 0.0 0.0 0.124
H -4.806284 -1.804648 -4.193737 0.0 0.0 0.0 0.349
H -2.317968 -3.820109 -1.596842 0.0 0.0 0.0 0.331
H -3.965332 -4.336098 -1.189419 0.0 0.0 -0.1 0.280
H -1.502191 -4.457936 0.618853 -0.1 0.0 0.0 0.121
H -2.399932 -5.833586 -0.052025 0.0 0.0 0.1 0.390
H -3.156462 -4.794590 1.180999 0.0 0.0 0.0 0.290
O 3.203725 -0.248317 2.493581 -0.1 -0.2 -0.3 -0.806
S 2.467603 0.303060 1.325916 0.2 0.2 1.2 0.521
O 1.356516 1.398165 -0.582744 0.9 0.3 -0.1 -0.470
O 1.015102 -0.290619 1.330477 0.9 -0.1 0.5 -0.677
C 2.161475 2.029878 1.948791 -0.2 0.0 0.0 0.527
C 3.362019 2.732506 1.966062 0.0 -0.2 0.0 -0.916
C 3.445863 4.024434 2.447301 0.0 0.1 0.0 -0.608
C 2.308991 4.647444 2.938334 0.1 0.0 0.0 -0.545
C 1.099443 3.976066 2.922965 0.0 -0.2 0.0 -0.467
C 1.003769 2.675183 2.425979 0.2 -0.1 -0.1 -0.222
S -0.682323 2.032747 2.414383 -0.6 -0.1 0.5 1.836
O -1.505816 3.023172 3.052328 0.1 0.5 -0.2 -0.800
O -0.732948 0.750735 3.098431 0.2 -0.1 -0.1 -0.825
O -1.019098 1.889037 0.956016 0.2 0.8 1.6 -0.455
H 4.250884 2.225073 1.603619 0.0 0.1 0.0 0.364
H 4.395055 4.547298 2.439368 0.0 0.0 0.0 0.351
H 2.360480 5.654727 3.334411 0.0 0.0 0.0 0.352
H 0.196515 4.441321 3.292426 0.0 0.0 0.0 0.542
S 0.885811 -3.047332 -0.254383 -0.2 -0.5 0.0 0.010
C 2.279589 -3.907312 -0.036307 -0.3 0.1 0.0 0.078
N 3.444224 -3.397086 -0.554304 -0.2 0.3 0.1 0.107
C 4.644223 -3.990457 -0.472230 0.4 -0.2 0.0 -0.217
C 4.777824 -5.189619 0.140218 0.2 -0.2 0.0 -0.733
C 3.617573 -5.787125 0.707394 0.5 -0.1 0.0 -0.063
C 2.422481 -5.176333 0.624981 -0.5 0.3 -0.1 -0.748
H 3.356478 -2.470688 -0.960127 0.0 0.0 0.0 0.081
H 5.468534 -3.456661 -0.922403 0.0 0.0 0.0 0.389
H 5.745274 -5.663601 0.194750 0.0 0.0 0.0 0.364
H 3.697220 -6.739544 1.217211 0.0 0.0 0.0 0.378
H 1.535089 -5.620315 1.051875 -0.1 0.1 0.0 0.365
C 0.381413 0.711193 -4.686908 -0.1 -0.2 0.0 -0.793
Ge 1.754795 1.068794 -3.319492 -0.3 -0.1 -0.5 1.177
C 2.156951 2.983106 -3.389870 0.1 0.1 0.3 -1.187
C 3.352656 0.220330 -4.163449 0.1 -0.2 0.3 -1.586
C 1.465409 0.334118 -1.543418 0.3 0.8 -0.1 0.600
H 0.233373 1.595087 -5.311836 0.0 0.0 0.0 0.382
H -0.571744 0.452709 -4.226933 0.0 0.1 0.0 -0.144
H 0.699324 -0.126221 -5.320788 0.0 0.1 0.0 0.406
H 1.941324 3.357950 -4.393488 0.0 0.0 0.0 0.386
H 3.219167 3.143694 -3.169579 -0.1 0.0 0.0 0.367
H 1.562314 3.536920 -2.660853 0.0 0.0 -0.1 0.253
H 3.459720 0.591415 -5.187419 0.0 0.0 0.0 0.361
H 3.233542 -0.870206 -4.198239 0.0 0.1 0.0 0.360
H 4.272156 0.447804 -3.609518 -0.1 0.0 -0.1 0.369
H 2.332403 -0.284109 -1.265182 0.0 -0.3 0.0 -0.287
O -1.370117 -1.161170 1.240071 0.3 0.0 0.3 -0.593
H -0.721459 -1.876282 1.321547 0.0 -0.1 0.2 0.205
H -1.211802 -0.582958 2.025000 -0.1 -0.2 0.3 0.443
N 0.169894 3.916308 -0.737881 -0.1 0.1 -0.4 -0.207
C -0.950261 3.581016 -1.530497 0.2 -0.3 -0.1 -0.240
C -1.718433 4.599102 -2.033148 -0.4 0.0 -0.2 -0.644
C -2.789552 4.331221 -2.956837 0.1 0.0 0.2 -0.771
C -2.986922 2.975637 -3.284877 0.1 0.3 0.2 -0.962
C -2.196726 2.009540 -2.726028 0.4 0.3 0.2 -1.036
N -1.131381 2.242659 -1.829707 -0.2 -0.3 0.1 0.853
H -0.014851 4.600681 -0.026141 -0.1 0.0 0.1 0.346
H 0.683153 3.115248 -0.410520 0.0 -0.1 0.0 0.131
H -1.472159 5.615829 -1.739723 0.1 0.0 -0.1 0.359
H -3.382916 5.126189 -3.393565 0.0 0.0 0.1 0.367
H -3.775598 2.677546 -3.970891 0.1 0.0 0.0 0.350
H -2.373871 0.978381 -2.975405 0.1 -0.1 0.0 0.598
```
Positions in Å, forces in eV/Å.

**Total energy**: -6234.64659 Eh
**Gap between HOMO and LUMO (spin up / spin down)**: 2.0 / 5.5 eV
**LUMO (spin up / spin down)**: 0.1363 / 0.1363 Ha
**Total charge**: -2
**2S+1**: 2



Record 2
This record from the Open Molecules 2025 dataset describes C24H37MnO2Si as an isolated structure in a non-equilibrium geometry. The level of theory is the ωB97M-V functional and the def2-TZVPD basis.

The geometry in XYZ format:
```
65
Properties=species:S:1:pos:R:3:forces:R:3:mulliken_charge:R:1
O -1.536489 -2.382612 -3.438354 0.4 -1.2 0.2 -0.501
C -0.816510 -3.642766 -3.253523 0.1 1.2 -0.2 -0.427
C 0.359819 -3.110122 -4.111817 -0.3 -0.6 0.4 -0.825
H -1.347397 -4.526970 -3.586215 -0.2 0.0 -0.2 0.334
H -0.586684 -3.754638 -2.186412 0.1 -0.2 -0.1 0.060
C -0.359948 -1.728260 -3.987565 -0.5 0.0 -0.1 1.740
H 0.433806 -3.595085 -5.098695 -0.1 0.5 0.3 0.326
H 1.293646 -3.241600 -3.558209 0.2 0.4 -0.4 0.276
C -0.790486 -0.875074 -5.177221 0.5 0.2 -0.6 -1.841
H -1.546906 -1.358075 -5.820528 0.5 0.0 0.3 0.470
H 0.064962 -0.572323 -5.808040 -0.2 -0.3 0.3 0.430
H -1.228353 0.063166 -4.816852 -0.1 -0.2 0.1 0.329
C 0.229408 -0.891711 -2.862215 0.8 0.1 0.7 -0.894
H 0.307925 -1.568137 -1.995399 0.1 0.3 -0.2 -0.244
H -0.431039 -0.057107 -2.549304 0.2 -0.4 -0.5 0.142
H 1.261090 -0.512823 -3.058373 -0.7 -0.1 -0.1 0.420
Mn 0.089730 0.329751 0.498109 0.4 1.3 0.2 0.190
C 1.962669 -0.131755 1.517266 0.0 -1.2 0.8 -0.659
C 0.927441 -0.440097 2.449129 0.9 0.4 -0.2 -0.164
C 0.086109 -1.429058 1.880697 0.3 -0.5 -0.8 -0.869
H 0.893897 -0.029647 3.452665 -0.3 0.0 -0.3 0.525
C 0.641229 -1.794710 0.603754 0.7 -0.3 0.3 -0.308
C 1.806456 -0.977305 0.365881 -0.9 -0.9 0.8 -0.549
H 2.532947 -1.061921 -0.439938 -0.5 0.1 0.0 0.535
H 2.822470 0.468077 1.744833 0.0 0.2 -0.1 0.756
H -0.749436 -1.921058 2.385802 0.3 0.3 -0.4 0.548
H 0.343079 -2.657022 0.012361 -0.2 0.5 0.0 0.507
C 0.965698 2.744500 1.539789 0.2 -0.1 0.4 1.287
C 1.409620 2.072617 0.253169 -0.2 1.1 -1.1 -1.238
C 0.312753 2.142447 -0.666107 -1.1 0.3 1.7 -0.572
H 2.450657 2.136212 -0.052544 -0.2 -0.3 -0.1 0.578
C -0.902737 2.233958 0.167172 1.7 0.0 0.0 -0.555
C -0.460270 2.226162 1.528433 -1.0 0.5 0.1 -0.764
H -1.076101 2.385013 2.441408 0.2 -0.4 -1.1 0.566
H 0.930644 3.852747 1.422221 0.0 -0.5 -0.2 0.663
H 0.364436 2.228861 -1.744860 -0.1 -0.4 0.1 0.665
H -1.913590 2.359853 -0.175747 -0.2 -0.3 -0.2 0.644
O -3.541398 -0.649994 -2.791422 -2.6 -0.5 -0.9 -0.301
C -3.940371 -1.063258 -4.147139 0.9 -0.6 -0.9 0.108
C -5.246814 -1.920127 -4.152620 0.4 0.7 0.0 -0.636
H -3.105145 -1.690363 -4.462663 -0.4 0.2 -0.2 -0.251
H -3.992117 -0.221515 -4.880680 -0.1 -0.2 1.0 0.407
C -5.546311 -2.115195 -2.665233 -0.1 0.1 -0.5 -0.544
H -5.220330 -2.876888 -4.713058 0.5 0.6 0.4 0.285
H -6.045713 -1.346853 -4.624688 0.0 0.0 0.1 0.310
C -4.541031 -1.226219 -1.906783 0.1 -0.2 0.4 -0.410
H -5.472784 -3.164948 -2.388161 0.1 0.1 0.1 0.258
H -6.578041 -1.789447 -2.527597 0.1 -0.1 0.5 0.262
H -3.986101 -1.853967 -1.198101 -0.2 0.3 0.2 0.256
H -5.128423 -0.454361 -1.379516 0.6 0.0 -0.1 0.308
C 4.929966 3.536715 5.123513 -0.2 0.1 -0.5 -0.993
Si 3.384682 2.472057 5.296621 1.0 -0.1 1.4 -0.062
C 4.032281 0.821474 5.902240 -0.2 -0.1 -0.2 -0.960
C 2.335536 3.159145 6.699313 -0.3 0.1 -0.2 -0.992
C 2.440598 2.271691 3.739134 -1.2 1.0 -1.7 -0.633
C 1.773873 2.506176 2.737782 0.7 -0.6 1.3 0.201
H 5.332045 3.697933 6.135488 -0.1 0.0 -0.3 0.293
H 4.746330 4.514551 4.657292 0.0 -0.2 0.2 0.343
H 5.704018 3.029148 4.529338 -0.2 0.1 0.2 0.314
H 4.692537 1.037426 6.756897 -0.2 -0.2 -0.2 0.289
H 3.219104 0.162590 6.230836 0.2 0.1 0.0 0.316
H 4.607977 0.302010 5.126004 0.0 0.1 0.2 0.308
H 1.717750 4.024059 6.415259 0.3 -0.2 0.1 0.341
H 1.659632 2.393016 7.106100 0.2 0.2 -0.1 0.317
H 3.023710 3.461652 7.507071 -0.3 -0.1 -0.3 0.285
```
Positions in Å, forces in eV/Å.

**Total energy**: -2527.23451 Eh
**Gap between HOMO and LUMO (spin up / spin down)**: 6.5 / 7.0 eV
**LUMO (spin up / spin down)**: -0.1707 / -0.1515 Ha
**Total charge**: +1
**2S+1**: 4



Record 3
This record from the Open Molecules 2025 dataset describes C24H37N2OTc as an isolated structure. The level of theory is the ωB97M-V functional and the def2-TZVPD basis.

The geometry in XYZ format:
```
65
Properties=species:S:1:pos:R:3:forces:R:3:mulliken_charge:R:1
Tc 0.283432 0.187350 0.032550 -0.4 0.4 0.5 -0.945
C 1.556814 -0.435662 3.343420 0.0 0.0 -0.1 -1.803
C 1.401702 0.472953 2.158042 -0.1 0.3 -0.1 1.096
C 2.307834 0.434552 1.057664 0.0 -0.2 0.5 -0.537
C 2.276947 1.402212 0.038338 -0.6 0.0 -0.5 0.996
C 3.325051 1.453155 -1.042267 0.0 0.0 0.0 -1.853
C 1.253875 2.399602 0.070448 0.1 -0.2 -0.2 -0.819
C 0.263864 2.376089 1.034306 0.1 0.1 0.2 1.326
C -0.833874 3.405812 1.046914 0.0 -0.1 0.0 -1.790
C 0.351191 1.393091 2.079734 0.3 -0.2 -0.1 -0.660
H 1.238003 -1.450763 3.104147 0.0 0.0 0.0 0.247
H 0.966575 -0.077296 4.184587 0.0 0.0 0.0 0.398
H 2.600057 -0.482095 3.654102 0.0 0.0 0.0 0.455
H 3.106726 -0.297601 1.062838 0.0 0.0 0.0 0.469
H 2.921135 1.137406 -2.002789 0.0 0.0 0.0 0.270
H 4.174493 0.816717 -0.799878 0.0 0.0 0.0 0.379
H 3.692056 2.472686 -1.160777 0.0 0.0 0.0 0.453
H 1.223365 3.144384 -0.714888 0.1 0.1 0.0 0.534
H -0.464650 4.370334 0.702910 0.0 0.0 0.0 0.476
H -1.236276 3.533269 2.050692 0.0 0.0 0.0 0.408
H -1.656873 3.105159 0.396722 0.0 0.0 0.0 0.142
H -0.391470 1.414992 2.865600 0.0 0.0 0.0 0.489
C 1.665886 -1.593883 -2.331762 0.3 0.0 0.0 -0.395
O 0.627374 -0.706002 -2.758931 -0.1 0.0 0.0 -0.338
C -0.050314 0.019095 -1.892395 0.2 -0.2 -0.2 0.961
C -1.156815 0.677102 -2.670295 0.0 0.2 0.1 -1.572
H 1.247660 -2.586488 -2.183382 0.0 0.0 0.0 0.273
H 2.112856 -1.256261 -1.396696 0.0 0.0 -0.1 0.060
H 2.407497 -1.606723 -3.126412 0.0 0.0 0.0 0.364
H -0.865399 0.802796 -3.712309 0.0 0.0 0.0 0.442
H -1.433944 1.643872 -2.251963 0.0 0.0 0.0 0.287
H -2.031589 0.020066 -2.650605 0.0 0.0 0.0 0.220
C -4.843081 1.838539 -0.226104 0.0 0.0 0.0 -0.831
C -4.597438 0.339824 -0.349478 0.0 0.0 0.0 -0.767
N -4.014311 -0.242041 0.857899 -0.1 0.1 0.0 0.374
C -4.974241 -0.854696 1.783923 0.0 0.0 0.1 -0.858
C -5.289363 -2.297193 1.416177 0.0 0.0 0.0 -1.054
C -2.692487 -0.221051 1.083121 -0.1 0.0 0.1 0.822
C -2.203593 -0.883845 2.334053 0.0 0.0 0.0 -1.492
N -1.855371 0.369774 0.269387 0.2 -0.1 -0.1 1.144
H -5.315057 2.226546 -1.128205 0.0 0.0 0.0 0.398
H -3.911571 2.383674 -0.064803 0.0 0.0 0.0 0.062
H -5.501272 2.048783 0.617103 0.0 0.0 0.0 0.350
H -3.963961 0.108598 -1.209865 0.0 0.0 0.0 0.214
H -5.535098 -0.184026 -0.532936 0.0 0.0 0.0 0.535
H -5.875995 -0.241672 1.755974 0.0 0.0 0.0 0.455
H -4.595650 -0.787235 2.802013 0.0 0.0 -0.1 0.426
H -5.712078 -2.364737 0.413064 0.0 0.0 0.0 0.336
H -6.012371 -2.719979 2.113188 0.0 0.0 0.0 0.420
H -4.386597 -2.907886 1.442217 0.0 0.0 0.0 0.230
H -2.641797 -1.871325 2.459547 0.0 0.0 0.0 0.424
H -2.479953 -0.271484 3.196645 0.0 0.0 0.0 0.585
H -1.128668 -0.997804 2.298309 0.1 0.0 0.0 -0.429
H -2.342452 0.845133 -0.478958 0.1 0.0 0.0 -0.760
C -0.318527 -4.720433 0.461297 0.0 0.0 0.0 -0.631
C 0.831887 -4.100119 0.918427 0.0 0.0 0.0 -0.786
C 0.989428 -2.724971 0.772260 0.0 0.0 0.1 -0.291
C 0.014799 -1.905205 0.186221 0.1 -0.1 -0.1 1.493
C -1.112864 -2.582066 -0.310902 0.0 0.1 0.0 -0.325
C -1.286265 -3.951236 -0.172801 0.0 0.0 0.0 -0.771
H -0.449296 -5.788541 0.572892 0.0 0.0 0.0 0.399
H 1.614862 -4.685934 1.384115 0.0 0.0 0.0 0.437
H 1.924650 -2.291488 1.111842 0.0 0.0 0.0 0.127
H -1.881082 -2.025753 -0.838080 0.0 0.0 0.0 0.249
H -2.172578 -4.425978 -0.577209 0.0 0.0 0.0 0.481
```
Positions in Å, forces in eV/Å.

**Total energy**: -1202.02271 Eh
**Gap between HOMO and LUMO (spin up / spin down)**: 8.4 / 7.1 eV
**LUMO (spin up / spin down)**: -0.0761 / -0.1252 Ha
**Total charge**: +1
**2S+1**: 2